[1]
A molecular structure, C33H26Cl5OPtSb2. Source: the OMol25 dataset; level of theory: ωB97M-V/def2-TZVPD.

## Properties
HOMO-LUMO gap	6.25	eV
energy above the lowest of the compared OMol25 structures with the same formula, charge and spin	23.3	kcal per mole
charge	+1
HOMO	-10.65	eV

Last column: Mulliken charge in e.
CARTESIAN COORDINATES (ANGSTROEM)
Pt: -0.6306 1.4944 0.1082  1.0122
C: 1.4758 0.4214 -2.8154  -1.3408
C: 1.0995 -1.0560 -2.9118  -0.0529
C: -0.3865 -1.3235 -2.6676  -1.4651
Sb: -1.2537 -0.8055 -0.7853  0.7106
C: -1.1065 -2.4792 0.4690  0.8687
C: -0.6583 -3.7062 -0.0105  -0.5138
C: -0.6112 -4.8034 0.8386  -0.6116
C: -1.0148 -4.6766 2.1608  -0.6225
C: -1.4604 -3.4531 2.6411  -0.5854
C: -1.5005 -2.3513 1.7979  -0.6587
C: -3.2831 -0.7868 -1.3375  0.7003
C: -3.7506 0.2532 -2.1393  -0.6287
C: -5.0749 0.2657 -2.5519  -0.7099
C: -5.9322 -0.7548 -2.1604  -0.4697
C: -5.4702 -1.7869 -1.3563  -0.6859
C: -4.1438 -1.8070 -0.9422  -0.3986
Sb: 1.7574 1.2174 -0.8411  0.9916
C: 1.9802 -0.5055 0.4639  0.6409
C: 2.6298 -1.6897 0.1215  -0.6083
C: 2.7905 -2.7093 1.0510  -0.8002
C: 2.3337 -2.5477 2.3500  -0.4984
C: 1.7379 -1.3518 2.7217  -0.7575
C: 1.5621 -0.3410 1.7881  -0.4870
C: 3.8769 1.3370 -0.6827  0.5862
C: 4.4871 2.0864 0.3138  -0.6092
C: 5.8563 1.9569 0.5048  -0.4737
C: 6.5944 1.0988 -0.2990  -0.5469
C: 5.9698 0.3678 -1.2995  -0.8080
C: 4.6005 0.4877 -1.5051  -0.2962
H: 0.6798 1.0359 -3.2424  0.5929
H: 2.3733 0.6462 -3.3921  0.5477
H: 1.6976 -1.6656 -2.2374  -0.1177
H: 1.3358 -1.4054 -3.9206  0.5847
H: -0.6304 -2.3735 -2.8335  0.7009
H: -0.9968 -0.7497 -3.3699  0.5043
H: -0.3453 -3.8197 -1.0418  0.2921
H: -0.2640 -5.7581 0.4649  0.4237
H: -0.9827 -5.5351 2.8191  0.3921
H: -1.7740 -3.3544 3.6725  0.4382
H: -1.8399 -1.3962 2.1848  0.3819
H: -3.0914 1.0625 -2.4377  0.3386
H: -5.4388 1.0727 -3.1747  0.4089
H: -6.9654 -0.7430 -2.4820  0.3935
H: -6.1414 -2.5789 -1.0498  0.4010
H: -3.7880 -2.6157 -0.3140  0.4021
H: 3.0575 -1.8268 -0.8640  0.3141
H: 3.2892 -3.6255 0.7601  0.4427
H: 2.4599 -3.3423 3.0741  0.4269
H: 1.4071 -1.2025 3.7421  0.4570
H: 1.1126 0.5906 2.1120  0.5061
H: 3.9150 2.7550 0.9441  0.4238
H: 6.3438 2.5309 1.2818  0.4138
H: 7.6620 1.0045 -0.1506  0.3907
H: 6.5451 -0.2975 -1.9300  0.4116
H: 4.1281 -0.0909 -2.2899  0.2865
Cl: -4.3662 6.7037 3.0647  -0.1710
C: -3.1631 5.7421 2.3188  0.4830
C: -3.3349 4.3685 2.2167  -0.3458
Cl: -4.7365 3.5940 2.8299  -0.1856
C: -2.3418 3.6169 1.6091  0.8388
Cl: -2.5194 1.8702 1.5005  -0.3448
C: -1.1630 4.1546 1.0930  -0.3312
O: -0.2284 3.4421 0.5014  -0.6059
C: -1.0134 5.5498 1.2118  0.3278
Cl: 0.4225 6.2421 0.5792  -0.1773
C: -1.9944 6.3256 1.8079  0.0265
Cl: -1.7846 8.0217 1.9175  -0.1545

***

[2]
A molecular structure, C33H26N5O5PRhS. Source: the OMol25 dataset; level of theory: ωB97M-V/def2-TZVPD.

## Properties
HOMO-LUMO gap (spin up / spin down)	6.08 / 6.67	eV
energy above the lowest of the compared OMol25 structures with the same formula, charge and spin	190.0	kcal per mole
charge	-1
HOMO (spin up / spin down)	-4.14 / -5.32	eV
spin multiplicity	5

Last column: Löwdin spin population.
CARTESIAN COORDINATES (ANGSTROEM)
Rh: -0.1302 0.3175 -0.6763  1.1399
O: -1.5274 -0.0311 -1.9599  0.3566
C: -0.9431 0.7064 -2.8575  0.8252
C: -0.3776 1.4753 -3.8460  0.1580
C: -0.9355 1.6735 -5.1381  0.1564
C: -0.2705 2.4767 -6.0376  -0.0017
C: 0.9378 3.0941 -5.6906  0.1640
C: 1.4956 2.9075 -4.4258  -0.0049
C: 0.8618 2.1063 -3.4952  0.1618
P: 1.4027 1.7162 -1.7854  0.0821
C: 1.6119 3.3958 -1.1256  0.0133
C: 2.7773 4.1455 -1.2469  0.0066
C: 2.8526 5.4291 -0.7241  0.0004
C: 1.7558 5.9877 -0.0855  0.0035
C: 0.5822 5.2552 0.0299  -0.0007
C: 0.5166 3.9697 -0.4841  0.0024
C: 3.0507 1.0065 -2.0155  0.0097
C: 3.3552 0.2584 -3.1499  0.0091
C: 4.5908 -0.3564 -3.2907  -0.0004
C: 5.5413 -0.2436 -2.2862  0.0089
C: 5.2417 0.4758 -1.1371  -0.0003
C: 4.0030 1.0822 -0.9993  0.0080
H: -1.8701 1.2022 -5.4107  0.0101
H: -0.6878 2.6358 -7.0247  -0.0035
H: 1.4444 3.7248 -6.4104  0.0119
H: 2.4328 3.3959 -4.1808  -0.0019
H: 3.6449 3.7425 -1.7561  0.0005
H: 3.7704 5.9959 -0.8185  0.0000
H: 1.8128 6.9905 0.3194  0.0002
H: -0.2822 5.6836 0.5211  -0.0001
H: -0.4082 3.4130 -0.3813  -0.0016
H: 2.6231 0.1225 -3.9377  0.0010
H: 4.8039 -0.9372 -4.1792  -0.0002
H: 6.5034 -0.7296 -2.3903  0.0006
H: 5.9690 0.5507 -0.3387  -0.0002
H: 3.7792 1.6074 -0.0793  -0.0004
O: 1.9256 -5.0447 6.0995  0.0000
S: 0.7831 -5.4283 6.9031  0.0000
O: 0.9525 -5.2093 8.3249  0.0000
O: 0.1738 -6.6951 6.5370  0.0000
C: -0.5153 -4.2171 6.4333  0.0000
N: -1.5259 -4.0520 7.2922  -0.0001
C: -2.4286 -3.1500 6.9334  0.0000
C: -2.3502 -2.4203 5.7605  -0.0001
C: -1.2630 -2.6739 4.9414  0.0000
N: -0.3434 -3.5756 5.2827  -0.0001
C: -1.0245 -1.9764 3.6498  -0.0004
C: -1.9574 -1.1304 3.0599  -0.0005
C: -1.6613 -0.5202 1.8584  -0.0024
N: -0.5084 -0.6864 1.1993  -0.0123
C: 0.3841 -1.5028 1.7683  0.0014
C: 0.1726 -2.1562 2.9672  -0.0002
H: -3.2510 -3.0075 7.6285  0.0000
H: -3.1111 -1.6888 5.5279  0.0000
H: -2.9225 -0.9378 3.5077  0.0000
H: -2.3763 0.1391 1.3863  -0.0006
H: 1.3116 -1.6321 1.2258  0.0013
H: 0.9418 -2.8042 3.3655  -0.0001
N: -5.8039 -2.9978 -1.3496  -0.0070
C: -4.6352 -2.2617 -1.0883  -0.0124
C: -3.5151 -2.8702 -0.6253  0.0082
C: -2.3106 -2.1427 -0.4788  -0.0086
N: -2.1681 -0.8562 -0.8251  0.1313
C: -3.3945 -0.2141 -1.3981  0.0055
C: -4.5489 -0.9027 -1.5188  0.0073
H: -5.9160 -3.8127 -0.7667  -0.0003
H: -6.6439 -2.4410 -1.3836  -0.0004
H: -3.5291 -3.9188 -0.3542  0.0014
H: -1.4220 -2.6154 -0.0875  -0.0005
H: -3.3194 0.8173 -1.6978  0.0042
H: -5.4100 -0.4077 -1.9511  0.0014
O: 1.2823 0.7472 0.3667  0.7695

***

[3]
A molecular structure, C33H27AsF6MgN5O4S2. Source: the OMol25 dataset; level of theory: ωB97M-V/def2-TZVPD.

## Properties
HOMO-LUMO gap	8.70	eV
energy above the lowest of the compared OMol25 structures with the same formula, charge and spin	0.0	kcal per mole
charge	+1
HOMO	-11.42	eV

Last column: Mulliken charge in e.
CARTESIAN COORDINATES (ANGSTROEM)
Mg: -0.1557 -0.2013 0.2980  2.2590
F: -0.3484 1.7381 4.8202  -0.1970
C: 0.3334 2.1404 3.7585  0.5649
F: -0.4425 2.9161 3.0016  -0.1972
F: 1.4053 2.8130 4.1349  -0.1874
S: 0.8449 0.6465 2.8051  1.0586
O: -0.4067 0.0038 2.3932  -0.7389
O: 1.7507 -0.0971 3.6117  -0.6054
N: 1.4510 1.3355 1.4922  -0.5700
S: 2.4953 0.5031 0.6354  1.2155
O: 2.8118 1.2182 -0.5547  -0.6840
O: 1.9120 -0.8407 0.4863  -0.4150
C: 4.1027 0.3004 1.5941  0.4686
F: 5.1013 0.5392 0.7628  -0.1917
F: 4.1935 -0.9314 2.0591  -0.1679
F: 4.1338 1.1706 2.5870  -0.1870
C: -3.0884 -3.3946 0.8620  -1.0529
C: -2.3927 -2.2078 0.9424  -0.3829
N: -1.2704 -1.9940 0.2396  0.1222
C: -0.7985 -2.9748 -0.5267  0.2828
C: -1.4086 -4.2171 -0.6474  0.3330
C: -2.5953 -4.4049 0.0474  -0.5904
C: -0.8766 -5.2682 -1.5301  -1.0918
C: 0.3836 -5.6412 -1.7487  -0.7461
C: 1.6338 -5.1827 -1.1198  1.2882
C: 2.8495 -5.5993 -1.6497  -0.5957
C: 3.9998 -5.1486 -1.0274  -0.3990
N: 3.9683 -4.3580 0.0415  -0.5272
C: 2.7565 -4.0367 0.4855  -0.3921
N: 1.5944 -4.4001 -0.0373  -0.3469
H: -3.9980 -3.5272 1.4291  0.4619
H: -2.7248 -1.3982 1.5789  0.4407
H: 0.1008 -2.7624 -1.0902  0.5393
H: -3.1286 -5.3434 -0.0398  0.5462
H: -1.6396 -5.8152 -2.0742  0.4649
H: 0.5300 -6.4268 -2.4812  0.3576
H: 2.8956 -6.2460 -2.5140  0.4288
H: 4.9794 -5.4305 -1.3952  0.4508
H: 2.7130 -3.4089 1.3670  0.6489
C: -2.3087 3.8376 -0.5001  -0.9583
C: -1.8411 2.4879 -0.2532  0.5066
N: -1.4806 1.4161 -0.0714  -0.5788
H: -2.0548 4.1118 -1.5249  0.1604
H: -1.8231 4.5196 0.1964  0.3125
H: -3.3885 3.8806 -0.3620  0.3480
C: -0.8138 4.1537 -4.0765  -0.6870
C: -1.7270 3.1384 -4.3256  -0.6927
C: -1.4628 1.8414 -3.8998  -0.2469
C: -0.2777 1.5577 -3.2299  0.0765
C: 0.6368 2.5785 -2.9761  -0.4705
C: 0.3673 3.8720 -3.4011  -0.6011
As: 0.1028 -0.1986 -2.4997  1.2331
C: -1.2612 -1.3344 -3.2781  -0.0674
C: -0.9594 -2.3040 -4.2270  -0.3093
C: -1.9497 -3.1720 -4.6709  -0.7899
C: -3.2400 -3.0738 -4.1731  -0.6869
C: -3.5467 -2.1045 -3.2265  -0.7712
C: -2.5588 -1.2439 -2.7750  -0.1399
C: 1.7123 -0.7139 -3.4246  -0.3511
C: 1.9681 -0.2679 -4.7189  -0.2828
C: 3.1259 -0.6637 -5.3706  -0.7536
C: 4.0288 -1.5043 -4.7327  -0.6310
C: 3.7740 -1.9519 -3.4448  -0.9689
C: 2.6156 -1.5586 -2.7882  0.2367
H: -1.0153 5.1598 -4.4184  0.3820
H: -2.6397 3.3495 -4.8674  0.4231
H: -2.1698 1.0515 -4.1220  0.3815
H: 1.5619 2.3656 -2.4508  0.4735
H: 1.0873 4.6573 -3.2144  0.4447
H: 0.0476 -2.3918 -4.6172  0.4142
H: -1.7091 -3.9243 -5.4096  0.4527
H: -4.0083 -3.7491 -4.5233  0.4208
H: -4.5524 -2.0236 -2.8365  0.4645
H: -2.8008 -0.5026 -2.0195  0.3780
H: 1.2680 0.3956 -5.2156  0.4402
H: 3.3253 -0.3140 -6.3743  0.4303
H: 4.9342 -1.8066 -5.2405  0.4095
H: 4.4823 -2.5970 -2.9421  0.5042
H: 2.4281 -1.9020 -1.7775  0.4288

***

| no. | F_max (eV/Å) |
| --- | --- |
| 1 | 2.2 |
| 2 | 14.6 |
| 3 | 0.6 |